Density functional theory data (the ωB97M-V functional and the def2-TZVPD basis) for one molecule with the formula C5H6O.

Output
net charge: 0
SMILES: O=C1C[C@H]2C[C@@H]12

Cartesian coordinates (Å):
O  -1.13  2.24  0.00
C  -0.64  1.15  0.01
C  -1.11  -0.22  -0.56
C  0.01  -0.84  0.26
C  1.32  -0.22  -0.20
C  0.50  0.53  0.76
H  -2.12  -0.45  -0.21
H  -1.06  -0.37  -1.65
H  -0.10  -1.72  0.90
H  1.44  0.05  -1.25
H  2.02  -0.98  0.19
H  0.86  0.81  1.74

Density functional theory data (the ωB97M-V functional and the def2-TZVPD basis) for one molecule with the formula C5H6O.

Output
net charge: 0

Cartesian coordinates (Å):
C  -1.09  0.35  -1.30
C  -1.15  1.21  -0.40
C  -0.42  1.01  0.86
C  -0.26  -0.32  0.15
C  1.22  -0.84  -0.08
O  1.30  -1.44  1.08
H  -1.24  -0.13  -2.25
H  -1.01  1.03  1.77
H  0.50  1.59  0.94
H  -0.95  -1.08  0.51
H  1.85  0.07  -0.27
H  1.25  -1.46  -1.00

Largest force on an atom (computed, eV/A): 2.9, 0.7
Energy (computed, Ha): -269.286605, -269.120206
Energy above the lowest of the compared OMol25 structures with the same formula, charge and spin (computed, kcal/mol): 37.4, 141.8